#1
The following is a DFT calculation (the ωB97M-V functional and the def2-TZVPD basis) of a structure of composition C35H42MnN3O2PS2.

Output
HOMO level (alpha / beta) (hartree): -0.497 / -0.515
LUMO (alpha / beta) (eV): -4.71 / -4.89

The geometry in ORCA input format:
```
! RIJCOSX wB97M-V def2-TZVPD def2/J DEFGRID3
* xyz 2 6
Mn -0.2696 0.0614 0.4170
C -1.8393 2.3132 2.0774
C -0.8665 3.4676 1.8617
C -0.8080 4.3492 3.1068
C 0.5412 2.9696 1.5247
C 1.4840 4.0803 1.0348
O 1.7257 3.7519 -0.3602
C 1.1973 2.5611 -0.5837
N 0.5423 2.0225 0.3837
C 1.4261 2.0112 -1.9383
C 1.3430 2.8963 -3.0058
C 1.5465 2.4492 -4.3038
C 1.8611 1.1213 -4.5323
C 1.9760 0.2360 -3.4662
C 1.7590 0.6635 -2.1631
P 1.8843 -0.4888 -0.7557
C 3.2569 0.1606 0.2321
C 4.3245 0.8401 -0.3525
C 5.3560 1.3232 0.4395
C 5.3260 1.1318 1.8145
C 4.2617 0.4618 2.4036
C 3.2268 -0.0183 1.6149
C 2.4213 -2.0805 -1.4287
C 1.4534 -2.9359 -1.9599
C 1.8193 -4.1767 -2.4603
C 3.1493 -4.5780 -2.4184
C 4.1128 -3.7352 -1.8825
C 3.7530 -2.4878 -1.3903
H -2.7998 2.6854 2.4340
H -1.4608 1.6222 2.8370
H -2.0468 1.7661 1.1516
H -1.2138 4.0674 1.0121
H -0.5068 3.7613 3.9775
H -1.7857 4.7798 3.3181
H -0.1040 5.1757 3.0015
H 0.9529 2.4578 2.4000
H 2.4509 4.0901 1.5330
H 1.0407 5.0724 1.0661
H 1.1161 3.9369 -2.8178
H 1.4691 3.1428 -5.1296
H 2.0360 0.7697 -5.5402
H 2.2502 -0.7937 -3.6559
H 4.3493 0.9967 -1.4248
H 6.1839 1.8491 -0.0166
H 6.1327 1.5093 2.4286
H 4.2372 0.3212 3.4763
H 2.3868 -0.5236 2.0806
H 0.4112 -2.6310 -1.9967
H 1.0668 -4.8295 -2.8822
H 3.4345 -5.5470 -2.8061
H 5.1487 -4.0453 -1.8530
H 4.5112 -1.8374 -0.9735
C -1.4195 -6.4685 -1.8765
C -1.7074 -4.9952 -1.8844
C -1.8081 -4.2965 -3.0847
C -2.1007 -2.9400 -3.1006
C -2.3152 -2.2825 -1.8983
C -2.2220 -2.9543 -0.6832
C -1.9086 -4.3019 -0.6865
S -2.6694 -0.5503 -1.9519
C -4.3442 -0.5457 -1.3373
O -1.8758 0.0715 -0.8031
H -0.8089 -6.7613 -2.7298
H -2.3527 -7.0319 -1.9378
H -0.9130 -6.7723 -0.9614
H -1.6529 -4.8178 -4.0213
H -2.1620 -2.4030 -4.0395
H -2.3871 -2.4344 0.2538
H -1.8432 -4.8358 0.2546
H -4.3691 -1.0287 -0.3620
H -4.9657 -1.0815 -2.0541
H -4.6620 0.4929 -1.2689
C 2.0084 -4.0835 1.4512
N 0.9574 -3.0767 1.4636
C 0.5497 -2.4196 2.5497
S -0.6726 -1.2005 2.4705
N 1.0965 -2.7298 3.7176
C 0.7701 -2.1042 4.9974
H 2.1892 -4.3703 0.4185
H 1.7196 -4.9745 2.0140
H 2.9350 -3.6742 1.8586
H 0.4469 -2.9122 0.6105
H 1.7065 -3.5323 3.7498
H 0.6986 -1.0272 4.8741
H 1.5678 -2.3356 5.6977
H -0.1743 -2.4807 5.3876
*
```

=====

#2
The following is a DFT calculation (the ωB97M-V functional and the def2-TZVPD basis) of a structure of composition C35H42MnN3O2PS2.

Output
HOMO level (alpha / beta) (hartree): -0.485 / -0.503
LUMO (alpha / beta) (eV): -4.67 / -4.85

The geometry in ORCA input format:
```
! RIJCOSX wB97M-V def2-TZVPD def2/J DEFGRID3
* xyz 2 6
Mn 0.5059 -0.4972 -0.2516
C 3.9188 -0.3354 -3.8204
C 3.2518 -0.9633 -2.5989
C 1.8186 -1.3721 -2.9172
C 3.3186 0.0195 -1.4319
C 4.7506 0.2737 -0.9504
O 4.6711 0.1047 0.4820
C 3.4648 -0.3691 0.7788
N 2.6360 -0.4686 -0.2049
C 3.3151 -0.7310 2.2107
C 4.5047 -1.0840 2.8524
C 4.5215 -1.4321 4.1919
C 3.3454 -1.4112 4.9201
C 2.1586 -1.0583 4.2964
C 2.1152 -0.7239 2.9458
P 0.4836 -0.2822 2.2565
C -0.6958 -1.2931 3.1883
C -1.3288 -0.8577 4.3511
C -2.1768 -1.7132 5.0387
C -2.3906 -3.0046 4.5770
C -1.7579 -3.4453 3.4229
C -0.9167 -2.5912 2.7279
C 0.1875 1.4377 2.7556
C -1.1231 1.9222 2.7196
C -1.3889 3.2443 3.0372
C -0.3451 4.1015 3.3706
C 0.9583 3.6290 3.3924
C 1.2265 2.2986 3.0902
H 3.9335 -1.0350 -4.6553
H 4.9514 -0.0449 -3.6221
H 3.3753 0.5580 -4.1396
H 3.8110 -1.8591 -2.3078
H 1.1791 -0.4915 -3.0577
H 1.3960 -2.0117 -2.1352
H 1.7815 -1.9517 -3.8408
H 2.8280 0.9506 -1.7334
H 5.1267 1.2733 -1.1471
H 5.4563 -0.4656 -1.3301
H 5.4272 -1.0892 2.2918
H 5.4543 -1.7129 4.6612
H 3.3443 -1.6700 5.9703
H 1.2443 -1.0542 4.8742
H -1.1612 0.1440 4.7261
H -2.6666 -1.3712 5.9406
H -3.0510 -3.6689 5.1181
H -1.9212 -4.4525 3.0639
H -0.4235 -2.9447 1.8288
H -1.9434 1.2527 2.4823
H -2.4095 3.6048 3.0376
H -0.5523 5.1316 3.6282
H 1.7702 4.2900 3.6652
H 2.2463 1.9352 3.1360
C -6.0294 1.5455 -2.6057
C -4.5723 1.8082 -2.3596
C -3.9719 1.4595 -1.1466
C -2.6329 1.7205 -0.9104
C -1.8753 2.3218 -1.9085
C -2.4426 2.6654 -3.1304
C -3.7898 2.4164 -3.3420
S -0.1466 2.6186 -1.6870
C -0.1794 3.8785 -0.4265
O 0.3970 1.4020 -0.9416
H -6.4919 1.0335 -1.7647
H -6.1704 0.9364 -3.4993
H -6.5621 2.4834 -2.7680
H -4.5669 0.9834 -0.3774
H -2.1763 1.4492 0.0342
H -1.8409 3.1274 -3.9045
H -4.2416 2.6970 -4.2856
H -0.6982 3.4940 0.4514
H -0.6852 4.7529 -0.8355
H 0.8551 4.1201 -0.1882
C -0.7929 -4.4220 -2.5418
N -1.2137 -3.1564 -3.1398
C -1.4561 -2.0445 -2.4626
S -1.3341 -2.0220 -0.7348
N -1.8321 -0.9533 -3.1260
C -2.0170 -0.8939 -4.5669
H -0.6266 -5.1310 -3.3476
H -1.5604 -4.8084 -1.8747
H 0.1308 -4.2899 -1.9822
H -1.3838 -3.1551 -4.1335
H -2.1172 -0.1661 -2.5621
H -1.0861 -1.1280 -5.0879
H -2.3104 0.1173 -4.8308
H -2.8040 -1.5749 -4.8995
*
```

=====

Bottom line: #1, by a margin of 0.267 eV.